# 1
A structure of composition C34H35BrF6IrN6O5S2SbSe, computed with the ωB97M-V functional and the def2-TZVPD basis.

```
92
Properties=species:S:1:pos:R:3
Ir -0.3378 0.8245 0.4129
F 1.8090 5.0981 -2.0809
C 0.5153 5.2225 -1.7715
F 0.0915 6.4201 -2.1434
F -0.1667 4.2924 -2.4500
S 0.3061 4.9799 0.0446
O 0.8710 3.6674 0.2818
O 0.9294 6.1093 0.6432
N -1.2658 5.0179 0.2160
S -2.1164 3.7082 0.3962
O -2.4506 3.3716 1.7538
O -1.7264 2.5619 -0.4309
C -3.6821 4.2735 -0.3908
F -3.4644 4.6028 -1.6560
F -4.5520 3.2699 -0.3408
F -4.1654 5.3126 0.2669
Br -0.3111 -4.9108 -5.0318
C 1.0794 -4.7463 -3.7784
C 1.4546 -5.8493 -3.0169
C 2.4571 -5.7167 -2.0795
C 3.0781 -4.4727 -1.8810
C 2.7178 -3.3780 -2.6894
C 1.7201 -3.5189 -3.6294
N 4.0004 -4.4015 -0.8623
N 4.5034 -3.2591 -0.5330
C 3.8514 -2.2768 -0.0023
C 4.5782 -1.0241 0.1099
C 3.9599 0.1468 0.3369
C 2.5221 0.1781 0.4720
O 1.8795 1.2246 0.6246
C 1.7874 -1.0966 0.5140
N 0.4605 -0.9807 0.7905
C -0.1991 -2.0881 1.1101
C 0.4061 -3.3412 1.0939
C 1.7130 -3.4744 0.6952
C 2.4345 -2.3118 0.3902
H 0.9605 -6.7996 -3.1613
H 2.7655 -6.5562 -1.4708
H 3.2247 -2.4282 -2.5852
H 1.4349 -2.6837 -4.2545
H 5.6456 -1.0780 -0.0617
H 4.4874 1.0895 0.3816
H -1.2175 -1.9636 1.4339
H -0.1847 -4.1989 1.3833
H 2.1860 -4.4446 0.6669
C 1.5290 -0.8054 4.0750
C 1.4080 0.7139 3.9853
Sb -0.2776 1.5457 2.9563
C -1.8675 1.0572 4.2782
C -2.2756 -0.4123 4.3334
C 0.1422 3.5881 3.3858
C 0.1704 3.8812 4.8824
H 2.4634 -1.0858 4.5644
H 1.5195 -1.2896 3.0975
H 0.7184 -1.2407 4.6583
H 2.2864 1.1528 3.5081
H 1.3444 1.1355 4.9893
H -2.7029 1.6956 3.9884
H -1.5144 1.3911 5.2556
H -2.5787 -0.7797 3.3537
H -3.1222 -0.5372 5.0099
H -1.4691 -1.0444 4.7063
H -0.6157 4.1818 2.8862
H 1.0998 3.8025 2.9117
H -0.7859 3.6665 5.3603
H 0.3779 4.9404 5.0384
H 0.9468 3.3217 5.4054
C 0.0537 1.3759 -5.9463
C -0.0170 1.1108 -4.4745
C 1.0657 1.3343 -3.6324
C 0.9372 1.1143 -2.2778
N -0.1916 0.6559 -1.7132
C -1.2461 0.4520 -2.5184
C -1.1896 0.6544 -3.8793
H 1.0272 1.7638 -6.2375
H -0.7080 2.1014 -6.2340
H -0.1406 0.4622 -6.5100
H 2.0022 1.7138 -4.0184
H 1.7562 1.3340 -1.6079
H -2.1656 0.1590 -2.0412
H -2.0788 0.4788 -4.4705
Se -2.6857 0.1563 0.6268
C -3.1572 -1.5652 -0.0861
C -2.4700 -2.4029 -0.9625
C -3.0593 -3.5954 -1.3654
N -4.2565 -4.0077 -0.9728
C -4.9163 -3.2002 -0.1420
C -4.4206 -1.9961 0.3267
H -1.4909 -2.1623 -1.3458
H -2.5246 -4.2517 -2.0457
H -5.8960 -3.5382 0.1759
H -5.0148 -1.3976 1.0057
```

Calculated values
* relative energy (zero: lowest compared OMol25 entry of this formula, charge and spin): 16.3 kcal per mole
* E_LUMO (alpha / beta): -4.972 / -5.078 eV
* spin multiplicity: 2
* net charge: +1
* orbital gap (alpha / beta): 0.19855 / 0.19466 hartree
* highest occupied orbital energy (alpha / beta): -10.4 / -10.4 eV
* ⟨S²⟩: 0.79

Atom charges from the Löwdin analysis, given in e for atoms 1 to 5: number 1, Ir, carries 0.90; number 2, F, carries 0.14; number 3, C, carries -0.68; number 4, F, carries 0.16; number 5, F, carries 0.13

---

# 2
A cluster of 4 separate species, C54H38N2O10 in total, computed with the ωB97M-V functional and the def2-TZVPD basis.

```
104
Properties=species:S:1:pos:R:3
O -4.1076 4.3586 4.6188
N -4.3445 3.3931 4.0211
O -3.2294 2.4952 3.9651
C -3.3677 1.4575 4.9643
C -2.1466 1.5589 5.8475
N -2.2364 1.0961 7.2422
C -0.9761 1.4279 7.7543
O -0.7568 1.9113 8.8202
C 0.0022 1.0357 6.6688
C -0.8095 1.0386 5.3163
C -0.7552 -0.3658 4.7407
O -0.7976 -0.4692 3.3177
C -0.0116 0.4038 2.6089
C 1.3069 0.6799 2.9346
C 2.0608 1.5812 2.1885
C 1.4736 2.2227 1.0997
C 0.1584 1.9341 0.7596
C -0.5883 1.0328 1.5063
H -4.2836 1.6242 5.5271
H -3.4223 0.5165 4.4248
H -1.9733 2.6378 5.9295
H -2.9663 1.5626 7.7695
H 0.4186 0.0693 6.9457
H 0.8791 1.6675 6.5659
H -0.3813 1.8512 4.7465
H 0.0892 -0.9369 5.1170
H -1.6406 -0.9004 5.0822
H 1.7823 0.1997 3.7804
H 3.0829 1.7992 2.4469
H 2.0306 2.9379 0.5147
H -0.3316 2.4116 -0.0732
H -1.6097 0.7941 1.2566
O 0.6291 2.1896 -8.1145
C 0.6590 2.2313 -6.9025
C 1.3339 3.3540 -6.1906
C 1.9145 4.3743 -6.9330
C 2.5166 5.4411 -6.2882
C 2.5407 5.4946 -4.8983
C 1.9756 4.4737 -4.1536
C 1.3748 3.3984 -4.7953
C 0.7870 2.3002 -3.9778
O 0.8643 2.3090 -2.7674
C 0.0933 1.1898 -4.6879
C -0.4943 0.1753 -3.9424
C -1.1680 -0.8496 -4.5839
C -1.2578 -0.8658 -5.9722
C -0.6645 0.1371 -6.7197
C 0.0161 1.1663 -6.0819
H 1.8884 4.3286 -8.0129
H 2.9657 6.2365 -6.8681
H 3.0031 6.3345 -4.3969
H 1.9957 4.5060 -3.0731
H -0.4240 0.1959 -2.8634
H -1.6278 -1.6375 -4.0019
H -1.7915 -1.6642 -6.4706
H -0.7282 0.1282 -7.7989
O 6.9003 -5.0439 0.0850
C 6.5720 -3.8891 0.2595
C 5.3235 -3.5489 0.9980
C 4.5394 -4.5741 1.5120
C 3.3928 -4.2745 2.2282
C 3.0246 -2.9490 2.4355
C 3.7956 -1.9248 1.9141
C 4.9434 -2.2189 1.1907
C 5.7493 -1.1007 0.6251
O 5.3944 0.0525 0.7529
C 7.0092 -1.4400 -0.0954
C 7.7960 -0.4136 -0.6022
C 8.9832 -0.7088 -1.2501
C 9.3905 -2.0311 -1.3942
C 8.6047 -3.0583 -0.9007
C 7.4102 -2.7684 -0.2536
H 4.8334 -5.6019 1.3503
H 2.7843 -5.0743 2.6291
H 2.1316 -2.7154 3.0013
H 3.5077 -0.8939 2.0666
H 7.4750 0.6119 -0.4835
H 9.5961 0.0921 -1.6420
H 10.3226 -2.2587 -1.8941
H 8.9140 -4.0882 -1.0125
O -8.3057 -2.0754 -1.3329
C -7.1372 -1.8581 -1.0906
C -6.0674 -2.7615 -1.6034
C -6.4218 -3.8520 -2.3876
C -5.4401 -4.6831 -2.8994
C -4.0990 -4.4285 -2.6311
C -3.7410 -3.3511 -1.8390
C -4.7222 -2.5168 -1.3187
C -4.3187 -1.3720 -0.4545
O -3.1542 -1.1878 -0.1660
C -5.3859 -0.4579 0.0399
C -5.0304 0.6356 0.8171
C -6.0025 1.5141 1.2625
C -7.3378 1.3053 0.9335
C -7.7001 0.2091 0.1682
C -6.7279 -0.6781 -0.2783
H -7.4656 -4.0416 -2.5956
H -5.7179 -5.5303 -3.5122
H -3.3333 -5.0745 -3.0400
H -2.7012 -3.1506 -1.6209
H -3.9907 0.7985 1.0671
H -5.7124 2.3668 1.8621
H -8.0951 1.9980 1.2760
H -8.7361 0.0377 -0.0890
```

Calculated values
* E_LUMO: -1.060 eV
* SMILES: O=NOC[C@H]1NC(=O)C[C@H]1COc1ccccc1.O=C1c2ccccc2C(=O)c2ccccc21.O=C1c2ccccc2C(=O)c2ccccc21.O=C1c2ccccc2C(=O)c2ccccc21
* spin multiplicity: 1
* orbital gap: 0.27861 hartree
* highest occupied orbital energy: -8.6 eV

Atom charges from the Löwdin analysis, given in e for atoms 1 to 5: number 1, O, carries 0.11; number 2, N, carries -0.02; number 3, O, carries -0.14; number 4, C, carries -0.12; number 5, C, carries -0.28

---

# 3
A structure of composition C4H12N2O2, computed with the ωB97M-V functional and the def2-TZVPD basis.

```
20
Properties=species:S:1:pos:R:3
C 0.3178 0.4788 0.1650
C -1.5010 0.3042 -2.3734
C 0.6668 1.8676 0.6001
C 0.6991 -1.9958 1.5866
N -0.9225 -0.0236 0.3877
N 0.4389 -0.5760 1.7042
O -1.2634 1.0742 -1.2399
O 1.1116 -0.1369 -0.7313
H 1.7611 0.4910 -1.0733
H -1.0208 -0.9101 -0.1078
H -0.1862 -0.3360 2.4650
H -0.6455 -0.3472 -2.6340
H -1.6817 0.9572 -3.2426
H -2.3912 -0.3417 -2.2732
H -0.0158 2.1917 1.3820
H 1.6939 1.9002 0.9680
H 0.5459 2.5340 -0.2542
H 1.2778 -2.1873 0.6801
H -0.2034 -2.6186 1.5619
H 1.3188 -2.3255 2.4290
```

Calculated values
* relative energy (zero: lowest compared OMol25 entry of this formula, charge and spin): 153.8 kcal per mole
* E_LUMO: 0.658 eV
* spin multiplicity: 1
* orbital gap: 0.30492 hartree
* highest occupied orbital energy: -7.6 eV

Atom charges from the Löwdin analysis, given in e for atoms 1 to 5: number 1, C, carries -0.58; number 2, C, carries -0.26; number 3, C, carries 0.00; number 4, C, carries -0.16; number 5, N, carries 0.19

---

no.,energy (hartree)
1,-8736.67082
2,-2942.44549
3,-419.40340